ORCA calculation (ωB97M-V/def2-TZVPD) on a structure of composition C3H6O2.

For the calculated total energy, the calculation gives -7298.9278 eV. As for the HOMO energy: -8.553 eV. The calculation puts the energy above the lowest of the compared OMol25 structures with the same formula, charge and spin at 4.750 eV. The spin multiplicity is 1.

Last column: natural (NBO) charge in e.
Cartesian coordinates (Å):
H1 -0.63416 1.11106 0.99079  0.15
C1 0.55818 -0.78259 -0.22184  -0.64
H2 0.86340 -1.75368 0.17621  0.24
C2 1.51786 0.29152 0.09493  0.38
O1 2.26403 0.29135 1.05374  -0.55
H3 -2.53623 0.13523 -0.79809  0.49
H4 1.48807 1.15968 -0.59943  0.11
O2 -1.88206 0.78560 -0.50207  -0.65
H5 0.25010 -0.81747 -1.26791  0.22
H6 -0.61789 -0.73672 0.48970  0.24
C3 -1.27130 0.31603 0.58398  0.00